1.
Computed, not measured: a molecular structure, C30H47ClP2Tl, with the ωB97M-V functional and the def2-TZVPD basis.

The geometry in ORCA input format:
```
! RIJCOSX wB97M-V def2-TZVPD def2/J DEFGRID3
* xyz 1 1
Tl 0.357 0.604 1.012
C 1.724 -0.345 4.309
C 0.384 0.089 4.531
C 0.353 -2.193 4.265
C 1.699 -1.758 4.141
C -0.461 -1.055 4.502
C 2.920 0.520 4.282
H 2.680 1.522 3.908
H 3.704 0.089 3.649
H 3.346 0.645 5.290
C 2.861 -2.632 3.864
H 3.791 -2.055 3.883
H 2.780 -3.115 2.876
H 2.937 -3.434 4.616
C -0.114 -3.594 4.145
H 0.519 -4.270 4.736
H -0.092 -3.950 3.102
H -1.143 -3.681 4.505
C -1.926 -1.053 4.702
H -2.187 -1.148 5.768
H -2.392 -1.896 4.174
H -2.373 -0.121 4.338
C -0.056 1.482 4.756
H -0.137 1.709 5.832
H -1.048 1.663 4.316
H 0.652 2.203 4.328
C -0.023 2.936 -4.093
C 0.524 3.836 -3.242
C -0.094 5.119 -2.822
C -1.630 5.059 -2.643
C -2.165 3.792 -2.071
C -2.730 2.808 -2.799
C -2.524 2.519 -4.261
C -1.272 3.152 -4.880
H 0.145 5.925 -3.543
H -2.114 5.307 -3.601
H 0.355 5.451 -1.870
H -1.434 4.214 -5.108
H 0.530 2.047 -4.408
H 1.589 3.795 -3.055
H -1.114 2.669 -5.863
H -2.489 1.431 -4.447
H -3.584 2.255 -2.388
H -3.410 2.863 -4.830
H -1.907 5.887 -1.972
H -2.350 3.842 -0.989
P 1.219 1.343 -1.362
C 2.611 1.442 -2.481
C 0.880 3.000 -0.603
P -1.580 -0.173 -1.092
C -0.401 0.902 -2.096
C -2.398 1.161 -0.065
C -2.863 -0.613 -2.304
H 2.859 0.420 -2.817
H 3.474 1.850 -1.924
H 2.399 2.067 -3.352
H -0.080 3.411 -0.925
H 1.720 3.662 -0.870
H 0.877 2.977 0.506
H -3.038 0.198 -3.031
H -3.790 -0.855 -1.758
H -2.507 -1.520 -2.813
H -0.229 0.380 -3.049
H -0.902 1.848 -2.287
H -2.998 0.635 0.689
H -3.035 1.814 -0.666
H -1.696 1.824 0.464
Cl 0.016 -3.946 -2.855
C 0.760 -4.985 -1.724
C 1.273 -6.205 -2.133
C 1.889 -7.060 -1.199
C 1.993 -6.671 0.141
C 1.503 -5.446 0.562
C 0.837 -4.545 -0.342
C 0.328 -3.339 0.110
H 1.187 -6.492 -3.183
H 2.288 -8.011 -1.542
H 2.474 -7.344 0.849
H 1.601 -5.139 1.602
H -0.202 -2.655 -0.546
H 0.450 -3.068 1.154
*
```

Output
- E_LUMO (spin up / spin down): -3.00 / -3.47 eV
- HOMO-LUMO gap (spin up / spin down): 6.39 / 5.81 eV

Here are the Mulliken charges for atoms 1 to 6, given in e: 0.360 0.361 0.370 0.535 0.709 0.479

***

2.
Computed, not measured: a molecular structure, C12H25Cl2CuN3O6Pd, with the ωB97M-V functional and the def2-TZVPD basis.

The geometry in ORCA input format:
```
! RIJCOSX wB97M-V def2-TZVPD def2/J DEFGRID3
* xyz 2 4
Cu -20.110 -12.100 -1.268
Pd -21.526 -14.846 -4.554
C -19.508 -13.873 -3.058
O -18.638 -13.339 -2.308
O -19.447 -14.917 -3.770
O -20.662 -13.262 -3.058
Cl -14.371 -11.685 -0.113
C -15.366 -12.813 -1.018
C -16.215 -13.698 -0.136
Cl -15.264 -14.738 0.979
H -14.745 -13.353 -1.729
H -16.093 -12.266 -1.628
H -16.807 -14.414 -0.706
H -16.924 -13.084 0.420
C -16.322 -13.662 -4.465
O -15.377 -13.593 -3.704
N -16.267 -13.955 -5.781
C -17.508 -14.117 -6.509
C -15.048 -14.313 -6.455
H -17.356 -13.510 -4.119
H -18.340 -14.174 -5.803
H -17.489 -14.973 -7.180
H -17.766 -13.247 -7.134
H -14.702 -13.517 -7.116
H -14.254 -14.405 -5.712
H -15.178 -15.258 -6.976
C -18.344 -10.352 -3.067
O -19.298 -10.427 -2.276
N -18.443 -10.274 -4.384
C -17.308 -9.908 -5.201
C -19.710 -10.415 -5.040
H -17.304 -10.286 -2.723
H -17.376 -8.876 -5.537
H -17.235 -10.574 -6.065
H -16.370 -10.064 -4.667
H -20.166 -9.469 -5.334
H -19.603 -11.033 -5.936
H -20.425 -10.936 -4.406
C -14.771 -16.924 -1.855
O -13.635 -16.948 -1.473
N -15.766 -17.589 -1.159
C -17.127 -17.628 -1.668
C -15.479 -18.306 0.054
H -15.099 -16.394 -2.756
H -17.213 -18.539 -2.275
H -17.365 -16.751 -2.270
H -17.811 -17.675 -0.825
H -16.222 -18.003 0.794
H -15.545 -19.382 -0.128
H -14.504 -18.020 0.435
*
```

Output
- E_LUMO (spin up / spin down): -7.02 / -9.96 eV
- <S²>: 3.78
- HOMO-LUMO gap (spin up / spin down): 7.42 / 4.47 eV

Here are the Mulliken charges for atoms 1 to 6, given in e: 0.466 0.619 1.455 0.052 -0.805 -0.820

***

3.
Computed, not measured: C6H9FO in the gas phase, with the ωB97M-V functional and the def2-TZVPD basis.

The geometry in ORCA input format:
```
! RIJCOSX wB97M-V def2-TZVPD def2/J DEFGRID3
* xyz 0 1
C 0.954 1.560 -0.954
C -0.071 0.529 -0.328
C -0.340 0.674 1.065
O -1.465 -0.149 1.567
C -1.288 -1.494 1.096
C -0.658 -1.779 -0.015
C 0.340 -0.806 -0.725
F 1.599 -0.958 -0.064
H 0.698 2.645 -0.739
H 2.032 1.333 -0.501
H 1.297 1.474 -2.094
H -0.997 0.800 -0.771
H 0.509 0.345 1.665
H -0.661 1.689 1.154
H -1.938 -2.106 1.698
H -0.431 -2.926 -0.097
H 0.420 -0.833 -1.958
*
```

Output
- E_LUMO: 0.97 eV
- HOMO-LUMO gap: 10.42 eV

Here are the Mulliken charges for atoms 1 to 6, given in e: -1.362 0.357 -0.737 -0.373 -0.058 -0.732

***

4.
Computed, not measured: 11 unconnected molecules or ions with the total composition H22O11, with the ωB97M-V functional and the def2-TZVPD basis.

The geometry in ORCA input format:
```
! RIJCOSX wB97M-V def2-TZVPD def2/J DEFGRID3
* xyz 0 1
O -0.435 0.995 0.235
H -0.021 0.124 0.227
H -1.361 0.816 0.038
O 2.907 -1.908 0.387
H 3.698 -2.365 0.080
H 2.512 -2.521 1.018
O 4.053 0.325 2.391
H 4.228 -0.240 3.152
H 3.112 0.522 2.458
O -5.491 -0.802 -0.674
H -4.566 -0.592 -0.848
H -5.597 -1.697 -1.015
O 2.765 0.290 -0.200
H 3.423 0.233 0.502
H 2.822 1.204 -0.501
O -3.300 2.705 -0.816
H -3.707 2.679 -1.689
H -3.017 3.620 -0.716
O -1.435 -0.929 -1.604
H -1.482 -0.011 -1.894
H -2.291 -1.090 -1.192
O 2.322 3.320 -0.521
H 3.197 3.284 -0.117
H 2.466 3.789 -1.350
O -3.018 0.840 2.172
H -3.542 0.736 1.370
H -2.756 -0.059 2.399
O 4.215 -1.795 -2.357
H 3.521 -1.211 -2.032
H 5.021 -1.444 -1.963
O -2.723 -3.309 0.880
H -2.107 -2.854 1.465
H -3.413 -2.656 0.714
*
```

Output
- E_LUMO: -0.16 eV
- HOMO-LUMO gap: 10.36 eV

Here are the Mulliken charges for atoms 1 to 6, given in e: -0.588 0.343 0.212 -0.502 0.282 0.240

***

5.
Computed, not measured: 2 unconnected molecules or ions with the total composition C4H13N2O2, with the ωB97M-V functional and the def2-TZVPD basis.

The geometry in ORCA input format:
```
! RIJCOSX wB97M-V def2-TZVPD def2/J DEFGRID3
* xyz 1 1
N -1.594 -1.277 1.483
C -1.342 -0.346 0.339
C -0.154 0.544 0.633
N 0.487 1.104 -0.412
C 0.150 1.098 -1.834
C 1.422 1.099 -2.649
O 0.214 0.716 1.781
H -2.228 -0.893 2.178
H -0.698 -1.522 1.983
H -1.951 -2.146 1.085
H -1.176 -0.932 -0.549
H -2.187 0.314 0.156
H 1.217 1.722 -0.084
H -0.475 0.216 -2.001
H -0.479 1.963 -2.072
H 1.958 2.034 -2.527
H 1.359 0.833 -3.704
H 2.118 0.382 -2.206
H 1.538 -1.369 2.191
H 0.959 -1.640 3.568
O 0.861 -1.902 2.640
*
```

Output
- E_LUMO: -3.32 eV
- HOMO-LUMO gap: 10.38 eV

Here are the Mulliken charges for atoms 1 to 6, given in e: -0.156 -0.744 0.574 -0.165 -0.150 -1.270

***

6.
Computed, not measured: a gas-phase ion, C5H12O2PS (charge -1), with the ωB97M-V functional and the def2-TZVPD basis.

The geometry in ORCA input format:
```
! RIJCOSX wB97M-V def2-TZVPD def2/J DEFGRID3
* xyz -1 1
C -2.150 -0.348 2.462
O -1.067 -0.151 1.568
P -1.018 -0.983 0.123
O -2.263 -0.555 -0.558
S -0.763 -2.875 0.490
C 0.517 -0.185 -0.503
C 0.375 1.365 -0.413
C 1.670 -0.565 0.289
C 0.610 -0.507 -2.064
H -1.980 -1.137 3.204
H -2.934 -0.590 1.702
H -2.493 0.544 2.899
H -0.369 1.686 -1.138
H 0.105 1.716 0.585
H 1.298 1.729 -0.870
H 1.869 -1.665 0.464
H 1.610 -0.054 1.329
H 2.677 -0.281 -0.142
H 0.325 -1.442 -2.203
H -0.250 0.031 -2.560
H 1.598 -0.293 -2.538
*
```

Output
- E_LUMO: 3.63 eV
- HOMO-LUMO gap: 7.52 eV

Here are the Mulliken charges for atoms 1 to 6, given in e: -0.840 -0.340 0.740 -0.803 -0.600 1.637

***

no.,DFT total energy (Eh),largest force on an atom (Eh/bohr)
1,-2486.285147,0.060
2,-3775.973347,0.052
3,-409.030018,0.094
4,-840.773978,0.028
5,-419.982818,0.023
6,-1087.842905,0.094